No. 1
# C3H10N2O

An isolated molecule of C3H10N2O at a distorted geometry (wB97M-V/def2-TZVPD, OMol25).

Each line ends with the natural charge from an NBO analysis.
CARTESIAN COORDINATES (ANGSTROEM)
C (-0.57, 0.24, 0.86)  -0.2365
C (0.43, 1.45, 1.12)  -0.0788
O (-0.33, 2.43, 1.84)  -0.7153
N (0.11, -0.68, -0.02)  -0.6746
C (-0.32, -0.82, -1.43)  -0.0430
N (0.36, -1.92, -2.09)  -0.8123
H (-1.51, 0.60, 0.42)  0.1843
H (-0.60, -0.14, 1.88)  0.1973
H (1.28, 0.94, 1.56)  0.1696
H (0.66, 1.80, 0.11)  0.1517
H (0.36, 3.07, 2.09)  0.4666
H (0.17, -1.60, 0.40)  0.3529
H (-0.06, 0.18, -1.84)  0.1784
H (-1.38, -1.04, -1.42)  0.1578
H (0.08, -2.78, -1.63)  0.3470
H (1.34, -1.77, -1.86)  0.3551

The lowest unoccupied orbital energy is 0.037 Eh. The HOMO energy is -0.321 Ha. The energy relative to the best compared isomer or geometry (same formula, charge and spin) comes out at 1.7950 eV. As for the total energy: -8299.7091 eV. Its net charge is 0.


No. 2
# C8H16Cl2NO3

A 2-piece molecular cluster, C8H16Cl2NO3 overall at a distorted geometry (wB97M-V/def2-TZVPD, OMol25).

Each line ends with the natural charge from an NBO analysis.
CARTESIAN COORDINATES (ANGSTROEM)
O (4.28, -0.72, 0.58)  -0.5239
C (3.84, 0.34, 0.65)  0.7927
O (4.32, 1.23, 1.52)  -0.6425
C (2.72, 0.82, -0.25)  -0.5428
C (1.87, -0.38, -0.69)  -0.4294
C (0.44, -0.09, -1.19)  -0.0819
C (-0.54, -1.12, -0.58)  -0.0869
O (-0.99, -0.76, 0.72)  -0.5004
C (-1.62, 0.50, 0.62)  -0.0977
C (-0.52, 1.53, 0.44)  -0.2495
N (-0.03, 1.32, -0.96)  -0.4977
H (3.80, 2.04, 1.48)  0.4778
H (2.18, 1.63, 0.24)  0.1805
H (3.22, 1.24, -1.12)  0.2498
H (1.89, -1.12, 0.08)  0.2509
H (2.40, -0.82, -1.52)  0.2529
H (0.41, -0.26, -2.25)  0.2360
H (-1.39, -1.32, -1.23)  0.1995
H (0.02, -2.03, -0.47)  0.2360
H (-2.23, 0.74, 1.47)  0.2363
H (-2.25, 0.50, -0.27)  0.1726
H (0.27, 1.38, 1.16)  0.2423
H (-0.98, 2.51, 0.50)  0.2368
H (0.63, 2.03, -1.27)  0.4446
H (-0.86, 1.45, -1.54)  0.4371
C (-4.13, -2.10, 0.91)  -0.3961
Cl (-5.42, -1.27, 0.04)  -0.0163
Cl (-3.37, -3.35, -0.07)  -0.0203
H (-3.37, -1.38, 1.18)  0.2037
H (-4.54, -2.56, 1.80)  0.2357

The lowest unoccupied orbital energy is -0.130 Eh. The HOMO energy is -0.499 Ha. As for the total energy: -41225.6951 eV. Its net charge is +1.


No. 3
# C40H99N5O10

A 10-piece molecular cluster, C40H99N5O10 overall at a distorted geometry (wB97M-V/def2-TZVPD, OMol25).

Each line ends with the Mulliken charge.
CARTESIAN COORDINATES (ANGSTROEM)
C (-7.90, 1.71, -0.32)  -1.9194
C (-9.15, 0.87, 0.06)  1.5199
C (-9.76, 1.65, 1.25)  -1.3631
C (-11.21, 1.30, 1.59)  -0.7450
C (-12.09, 1.60, 0.41)  -1.2068
C (-11.56, 0.87, -0.87)  1.3823
N (-10.08, 0.94, -1.12)  0.3805
O (-9.58, 0.21, -2.19)  -0.4922
C (-12.13, -0.57, -0.70)  -1.5368
C (-12.25, 1.60, -2.07)  -1.8395
C (-8.79, -0.52, 0.56)  -1.6392
H (-7.31, 1.18, -1.08)  0.4358
H (-7.24, 1.73, 0.55)  0.4095
H (-8.05, 2.72, -0.72)  0.3960
H (-9.11, 1.42, 2.09)  0.5688
H (-9.65, 2.74, 1.26)  0.3792
H (-11.43, 1.79, 2.54)  0.3923
H (-11.38, 0.25, 1.83)  0.3248
H (-12.23, 2.66, 0.19)  0.3972
H (-13.06, 1.19, 0.70)  0.4465
H (-12.17, -1.06, -1.67)  0.3326
H (-11.56, -1.25, -0.06)  0.3368
H (-13.10, -0.60, -0.19)  0.3606
H (-13.32, 1.76, -1.92)  0.3723
H (-11.89, 2.61, -2.26)  0.4402
H (-12.05, 1.08, -3.01)  0.3830
H (-9.65, -1.10, 0.88)  0.3076
H (-8.06, -0.49, 1.37)  0.4269
H (-8.34, -1.11, -0.23)  0.3742
H (-9.33, 0.94, -2.76)  0.3745
C (5.03, 2.35, 8.11)  -1.6769
C (3.93, 1.72, 7.24)  1.5373
C (3.33, 2.84, 6.35)  -1.1279
C (4.16, 3.18, 5.08)  -0.7324
C (4.44, 1.91, 4.30)  -1.2495
C (5.08, 0.79, 5.11)  1.0675
N (4.28, 0.59, 6.36)  0.2576
O (4.71, -0.54, 7.01)  -0.4393
C (5.06, -0.40, 4.11)  -1.8373
C (6.64, 1.20, 5.25)  -1.5092
C (2.79, 1.17, 8.13)  -1.8027
H (4.64, 3.22, 8.65)  0.4130
H (5.94, 2.64, 7.59)  0.2583
H (5.35, 1.69, 8.92)  0.4306
H (2.33, 2.56, 6.02)  0.4204
H (3.25, 3.78, 6.89)  0.4466
H (5.18, 3.50, 5.34)  0.3143
H (3.66, 3.92, 4.46)  0.3822
H (5.18, 2.17, 3.55)  0.4049
H (3.52, 1.63, 3.78)  0.4525
H (4.09, -0.87, 3.95)  0.4092
H (5.46, -0.07, 3.15)  0.4058
H (5.77, -1.16, 4.44)  0.3448
H (6.89, 2.13, 5.76)  0.3364
H (7.15, 0.51, 5.92)  0.4155
H (7.24, 1.13, 4.34)  0.4256
H (3.11, 0.50, 8.92)  0.3868
H (1.95, 0.79, 7.56)  0.3957
H (2.55, 2.05, 8.73)  0.4102
H (5.64, -0.32, 6.89)  0.4589
C (6.46, -4.82, -1.49)  -1.9927
C (7.87, -4.50, -2.06)  1.5557
C (7.62, -3.16, -2.67)  -1.1883
C (8.95, -2.36, -3.00)  -0.6923
C (9.69, -2.16, -1.71)  -1.1202
C (10.02, -3.60, -1.05)  1.5622
N (8.81, -4.41, -0.93)  0.3819
O (8.97, -5.65, -0.25)  -0.4562
C (11.17, -4.26, -1.79)  -1.7932
C (10.60, -3.39, 0.38)  -2.0438
C (8.28, -5.47, -3.20)  -1.7436
H (6.39, -5.89, -1.30)  0.4427
H (5.57, -4.64, -2.08)  0.3737
H (6.25, -4.37, -0.52)  0.4360
H (7.18, -3.27, -3.66)  0.3929
H (6.97, -2.58, -2.02)  0.4436
H (8.68, -1.39, -3.42)  0.3777
H (9.51, -2.74, -3.85)  0.3668
H (9.05, -1.60, -1.03)  0.3615
H (10.59, -1.58, -1.88)  0.3844
H (11.17, -5.35, -1.79)  0.3506
H (11.24, -4.03, -2.85)  0.3527
H (12.16, -3.94, -1.45)  0.4259
H (11.35, -2.60, 0.48)  0.4337
H (9.92, -2.98, 1.13)  0.3942
H (10.96, -4.37, 0.70)  0.4854
H (8.70, -6.36, -2.73)  0.3920
H (9.18, -5.13, -3.70)  0.3425
H (7.41, -5.78, -3.78)  0.4255
H (8.67, -5.40, 0.62)  0.3487
C (-3.39, 4.21, -5.98)  -1.5120
C (-3.76, 5.68, -5.94)  0.4611
C (-5.19, 6.00, -5.48)  -0.6493
O (-6.06, 5.06, -6.06)  -0.2941
C (-7.46, 5.28, -5.78)  -0.7669
N (-2.66, 6.40, -5.27)  -0.7086
H (-3.15, 3.92, -4.96)  0.3258
H (-2.53, 4.08, -6.64)  0.4201
H (-4.23, 3.67, -6.42)  0.3865
H (-3.61, 5.96, -6.99)  0.2268
H (-5.41, 7.02, -5.79)  0.3038
H (-5.31, 6.06, -4.40)  0.3749
H (-7.64, 5.48, -4.73)  0.3201
H (-7.92, 4.30, -5.90)  0.2613
H (-7.96, 6.05, -6.38)  0.2725
H (-1.92, 5.83, -5.65)  0.2923
H (-2.51, 7.16, -5.92)  0.2907
C (-1.05, -3.26, 5.08)  -1.3197
C (-0.69, -4.72, 5.31)  0.4579
C (-0.17, -5.46, 4.03)  -0.7174
O (-1.16, -5.50, 2.99)  -0.3200
C (-0.76, -6.07, 1.72)  -0.7205
N (0.32, -4.65, 6.36)  -0.7522
H (-1.57, -2.81, 5.93)  0.4013
H (-1.74, -3.13, 4.25)  0.3155
H (-0.16, -2.64, 5.01)  0.3163
H (-1.51, -5.26, 5.78)  0.2733
H (0.16, -6.44, 4.39)  0.3696
H (0.72, -5.00, 3.59)  0.3060
H (-0.09, -5.38, 1.20)  0.2894
H (-1.57, -6.24, 1.01)  0.2584
H (-0.39, -7.08, 1.89)  0.2984
H (1.07, -4.06, 6.02)  0.2594
H (-0.12, -4.20, 7.15)  0.2851
C (-0.91, -0.29, -0.75)  -0.5450
O (0.33, -0.66, -1.32)  -0.4834
H (-0.78, 0.16, 0.23)  0.2427
H (-1.61, 0.33, -1.31)  0.2527
H (-1.50, -1.19, -0.59)  0.2476
H (0.18, -1.12, -2.15)  0.2843
C (-4.42, -3.07, -4.95)  -0.4621
O (-3.31, -3.98, -5.08)  -0.5059
H (-4.35, -2.32, -4.16)  0.2176
H (-4.42, -2.55, -5.91)  0.2424
H (-5.36, -3.59, -4.78)  0.2197
H (-2.47, -3.51, -5.10)  0.2884
C (1.97, -0.65, -6.84)  -0.5557
O (1.10, -1.57, -6.28)  -0.4728
H (1.53, 0.13, -7.47)  0.2627
H (2.58, -0.11, -6.12)  0.2254
H (2.65, -1.17, -7.51)  0.2434
H (0.76, -2.09, -7.01)  0.2976
C (3.25, 4.37, -3.51)  -0.5055
O (3.00, 5.04, -4.67)  -0.4945
H (3.04, 4.93, -2.59)  0.2443
H (2.66, 3.46, -3.42)  0.1998
H (4.29, 4.06, -3.43)  0.2488
H (3.25, 5.96, -4.57)  0.3076
C (-1.04, 5.86, 0.46)  -0.4400
O (-0.75, 6.93, -0.43)  -0.5054
H (-0.51, 4.95, 0.17)  0.2030
H (-0.78, 6.16, 1.47)  0.2077
H (-2.12, 5.72, 0.35)  0.2253
H (-1.08, 6.64, -1.28)  0.3041

The lowest unoccupied orbital energy is 0.002 Eh. The HOMO energy is -0.305 Ha. The energy relative to the best compared isomer or geometry (same formula, charge and spin) comes out at 5.6267 eV. As for the total energy: -70999.4506 eV. Its net charge is 0.


No. 4
# C6H6NO3S

A 2-piece molecular cluster, C6H6NO3S overall at a distorted geometry (wB97M-V/def2-TZVPD, OMol25).

Each line ends with the natural charge from an NBO analysis.
CARTESIAN COORDINATES (ANGSTROEM)
C (-2.23, -0.58, 0.67)  -0.0285
C (-1.02, -0.21, 1.03)  -0.3362
C (-2.43, -1.36, -0.62)  -0.5973
C (0.33, -0.51, 0.47)  0.2848
C (-1.72, -1.45, -1.74)  0.7668
C (1.23, 0.58, -1.43)  0.0625
N (0.71, -0.27, -0.67)  -0.2839
O (3.52, 1.48, 2.80)  -0.7849
O (-1.03, -1.59, -2.69)  -0.4226
O (2.71, 2.42, 0.58)  -0.8792
S (3.64, 2.43, 1.71)  1.6759
H (-3.19, -0.33, 1.14)  0.2675
H (-0.83, 0.10, 1.95)  0.2384
H (-3.36, -1.78, -0.81)  0.2871
H (0.99, -1.00, 1.11)  0.2342
H (1.10, 0.48, -2.55)  0.2455
H (1.58, 1.58, -0.98)  0.2700

The lowest unoccupied orbital energy (alpha / beta) is -0.186 / -0.186 Eh. The HOMO energy (alpha / beta) is -0.473 / -0.473 Ha. The energy relative to the best compared isomer or geometry (same formula, charge and spin) comes out at 2.0007 eV. As for the total energy: -24775.7616 eV. Its net charge is +1.